ORCA calculation (ωB97M-V with the def2-TZVPD basis set) on an isolated ion of composition C2H4O3PS and charge -1.

The geometry in XYZ format:
```
11
Properties=species:S:1:pos:R:3
H -1.122 -0.909 -2.166
P -1.874 -0.731 -0.970
C -0.612 -0.103 -0.150
C -0.511 0.469 1.316
S 1.121 -0.122 -0.693
O 1.586 1.260 -0.670
O 1.750 -0.791 0.473
O 1.090 -0.824 -1.977
H -1.498 0.278 1.875
H -0.327 1.527 1.428
H 0.397 -0.052 1.533
```

Results
Energy (eV): -28405.46827
HOMO level (eV): -5.12
Charge: -1
Kohn-Sham gap (eV): 8.98
ΔE to the lowest compared entry with this formula, charge and spin (eV): 3.290
LUMO energy (eV): 3.86